Arrangement A

2 unconnected molecules or ions with the total composition C5H12N4O, computed with wB97M-V/def2-TZVPD.

Geometry (Å):
C (-2.239, 0.911, 0.055)
H (-3.253, 2.570, 0.297)
C (0.031, 0.540, 0.091)
N (-2.490, -0.392, -0.065)
H (-3.637, -1.890, -0.869)
H (-4.188, 1.247, 0.121)
H (-5.530, -1.149, 0.456)
H (5.068, 1.339, 0.037)
H (-4.305, -0.256, -1.158)
C (5.461, 0.332, 0.272)
C (4.306, -0.702, -0.077)
H (3.789, -0.531, -1.027)
H (3.582, -0.646, 0.790)
H (5.946, 0.353, 1.214)
O (-4.620, -1.019, 0.764)
N (-3.321, 1.689, -0.119)
C (-3.835, -0.858, -0.384)
N (-1.010, 1.382, 0.160)
H (-1.706, -1.144, -0.063)
N (0.929, -0.196, -0.065)
H (6.236, 0.113, -0.409)
H (4.786, -1.695, -0.022)

Charge   0
Kohn-Sham gap   9.446 eV
LUMO level   0.21 eV
2S+1   1
SMILES string   N#C/N=C(/N)NCO.CC
Highest occupied orbital energy   -9.2399 eV

Atom charges from the natural (NBO) analysis, given in e for atoms 1 to 4: 0.647, 0.404, 0.414, -0.619

Arrangement B

A single C5H12N4O molecule, computed with wB97M-V/def2-TZVPD.

Geometry (Å):
H (2.923, -0.774, 1.529)
H (-1.221, 2.245, 1.492)
O (-3.138, -1.353, 0.134)
C (1.345, -0.343, 0.044)
C (-0.702, 1.157, -0.340)
H (-0.132, 1.544, -1.310)
C (-2.133, 0.700, -0.548)
H (0.051, 2.839, 0.728)
N (-0.003, 0.132, 0.383)
H (1.192, -0.897, 2.083)
C (1.341, -1.081, -1.247)
H (1.635, -2.218, 1.134)
H (-2.679, 1.523, 0.024)
H (0.874, -2.091, -1.345)
H (2.434, -1.416, -1.521)
N (-1.048, -0.980, 0.598)
N (-0.814, 2.364, 0.522)
C (1.856, -1.134, 1.264)
H (1.015, -0.661, -2.163)
H (-2.514, 0.550, -1.635)
H (1.836, 0.532, 0.089)
N (-2.120, -0.636, 0.085)

Charge   0
Kohn-Sham gap   9.229 eV
LUMO level   0.72 eV
2S+1   1
SMILES string   CC(C)N1N=[N+]([O-])C[C@H]1N
Highest occupied orbital energy   -8.5101 eV

Atom charges from the natural (NBO) analysis, given in e for atoms 1 to 4: 0.217, 0.368, -0.478, -0.065

arrangement A takes first place; second place is 0.1418 hartree up.

Arrangement A

2 unconnected molecules or ions with the total composition C2O3S, computed with wB97M-V/def2-TZVPD.

Geometry (Å):
O (1.752, -0.202, 0.905)
O (1.026, 1.196, -0.754)
C (1.389, 0.498, 0.078)
C (-1.320, -0.601, -0.107)
O (-0.721, -1.545, -0.394)
S (-2.126, 0.654, 0.271)

Charge   0
Kohn-Sham gap   11.403 eV
LUMO level   0.49 eV
2S+1   1
SMILES string   O=C=O.O=C=S
Highest occupied orbital energy   -10.9141 eV

Atom charges from the natural (NBO) analysis, given in e for atoms 1 to 4: -0.505, -0.513, 1.018, 0.412

Arrangement B

2 unconnected molecules or ions with the total composition C2O3S, computed with wB97M-V/def2-TZVPD.

Geometry (Å):
C (-1.228, -0.680, -0.434)
S (-1.324, -1.140, 1.008)
O (2.157, 0.048, 0.538)
O (0.462, 1.476, 0.157)
C (1.274, 0.707, 0.330)
O (-1.339, -0.412, -1.600)

Charge   0
Kohn-Sham gap   11.396 eV
LUMO level   0.36 eV
2S+1   1
SMILES string   O=C=O.O=C=S
Highest occupied orbital energy   -11.0403 eV

Atom charges from the natural (NBO) analysis, given in e for atoms 1 to 4: 0.376, 0.088, -0.496, -0.515

arrangement A takes first place; second place is 0.0136 hartree up.

Arrangement A

A gas-phase ion, C3H10N3O (charge +1), computed with wB97M-V/def2-TZVPD.

Geometry (Å):
N (0.054, -1.590, -0.596)
C (-0.135, -0.264, -0.311)
H (-3.487, 0.582, 0.646)
N (0.979, 0.181, 0.590)
H (0.610, 0.920, 1.219)
C (2.152, 0.670, -0.214)
H (1.697, 1.274, -1.093)
H (-0.211, 0.205, -1.214)
H (1.313, -0.584, 1.169)
C (-1.454, 0.489, 0.677)
N (-2.641, 0.305, 0.118)
H (-0.301, -2.300, 0.035)
H (-0.171, -1.838, -1.568)
H (2.658, -0.276, -0.675)
H (2.903, 1.246, 0.267)
H (-2.825, -0.193, -0.682)
O (-1.142, 1.175, 1.633)

Charge   +1
Kohn-Sham gap   10.837 eV
LUMO level   -3.01 eV
2S+1   1
SMILES string   C[NH2+][C@@H](N)C(N)=O
Highest occupied orbital energy   -13.8484 eV

Atom charges from the natural (NBO) analysis, given in e for atoms 1 to 4: -0.836, 0.040, 0.429, -0.534

Arrangement B

A gas-phase ion, C3H10N3O (charge +1), computed with wB97M-V/def2-TZVPD.

Geometry (Å):
H (0.498, 1.886, -0.831)
H (-1.197, -0.888, 1.205)
H (1.158, -1.951, -2.804)
H (-0.912, 1.041, -1.441)
H (0.454, -0.769, 1.956)
C (-0.435, -0.251, 1.378)
H (0.527, -0.408, -2.874)
C (0.281, -0.009, -0.133)
H (-0.208, 1.412, 2.656)
N (-0.746, 1.071, 1.956)
H (-0.813, 1.691, 1.155)
O (1.629, -0.324, -0.391)
H (0.552, -2.110, -0.295)
C (0.634, -1.176, -0.916)
N (-0.334, 1.248, -0.630)
N (0.517, -1.343, -2.403)
H (-1.605, 0.881, 2.412)

Charge   +1
Kohn-Sham gap   9.959 eV
LUMO level   -3.46 eV
2S+1   1
SMILES string   N[C@H]1O[C@]1(N)C[NH3+]
Highest occupied orbital energy   -13.4153 eV

Atom charges from the natural (NBO) analysis, given in e for atoms 1 to 4: 0.414, 0.235, 0.393, 0.412

arrangement A takes first place; second place is 0.0670 hartree up.

Arrangement A

2 unconnected molecules or ions with the total composition C5H14NO, computed with wB97M-V/def2-TZVPD.

Geometry (Å):
H (-1.283, -1.665, -0.309)
H (0.837, -0.737, -0.022)
H (-2.133, 1.885, 0.131)
O (-0.407, 0.733, -0.095)
C (-1.822, 0.885, -0.310)
H (-2.823, -2.506, 0.337)
H (-2.191, 0.839, -1.358)
C (-2.538, -0.197, 0.492)
H (-2.043, -0.246, 1.485)
H (-2.894, -1.444, -1.109)
C (2.548, 1.208, 0.483)
C (2.671, 0.039, -0.477)
H (2.309, 0.331, -1.461)
H (3.694, -0.307, -0.569)
N (1.820, -1.056, -0.051)
H (2.075, -1.425, 0.841)
H (1.478, 1.530, 0.490)
H (3.273, 2.066, 0.280)
H (-3.568, 0.129, 0.573)
H (2.811, 0.860, 1.508)
C (-2.364, -1.565, -0.138)

Charge   -1
Kohn-Sham gap   7.235 eV
LUMO level   4.36 eV
2S+1   1
Highest occupied orbital energy   -2.8802 eV

Atom charges from the natural (NBO) analysis, given in e for atoms 1 to 4: 0.234, 0.427, 0.103, -1.017

Arrangement B

2 unconnected molecules or ions with the total composition C5H14NO, computed with wB97M-V/def2-TZVPD.

Geometry (Å):
H (-0.875, -2.680, 2.161)
H (-0.819, -2.750, 0.393)
H (0.393, -0.583, 0.268)
H (0.574, -0.055, -3.016)
H (2.193, 0.713, 1.974)
H (-1.532, 2.026, -2.284)
O (0.538, 0.869, -1.156)
C (1.134, 1.010, 2.010)
C (0.340, -1.137, 1.220)
H (0.865, 1.426, 1.039)
H (-1.757, -1.467, 1.184)
C (0.300, 0.895, -2.492)
C (-0.854, -2.074, 1.251)
C (-1.190, 1.129, -2.810)
H (0.493, -0.533, 3.173)
H (0.877, 1.700, -3.011)
H (0.992, 1.745, 2.807)
N (0.240, -0.123, 2.281)
H (-1.791, 0.298, -2.428)
H (-1.418, 1.273, -3.878)
H (1.295, -1.682, 1.315)

Charge   -1
Kohn-Sham gap   6.645 eV
LUMO level   4.10 eV
2S+1   1
Highest occupied orbital energy   -2.5466 eV

Atom charges from the natural (NBO) analysis, given in e for atoms 1 to 4: 0.172, 0.197, 0.296, 0.067

arrangement A takes first place; second place is 0.0030 hartree up.